Formula: C39H64N10O13
Source: the OMol25 dataset
Level of theory: the ωB97M-V functional and the def2-TZVPD basis

Geometry as ORCA input:
```
! RIJCOSX wB97M-V def2-TZVPD def2/J DEFGRID3
* xyz 0 1
O 1.0741 13.7058 -20.1869
N 1.4641 14.7245 -20.6582
O 0.9483 15.7773 -20.4397
C 2.5639 14.6537 -21.6096
C 2.8627 15.7627 -22.3780
C 3.9030 15.7109 -23.3046
C 4.5632 14.5058 -23.4642
C 4.2747 13.3920 -22.6881
C 3.2764 13.4727 -21.7369
H 2.4228 16.7277 -22.1771
H 4.0874 16.6515 -23.8062
H 5.3614 14.5086 -24.2029
H 4.8726 12.4981 -22.7984
H 3.1085 12.6575 -21.0452
O 2.5177 12.3736 -18.0124
N 2.3342 11.6816 -17.0198
O 1.5811 11.9567 -16.0891
C 3.1485 10.4764 -16.8621
C 4.4372 10.5142 -17.3522
C 5.2315 9.4025 -17.1671
C 4.7065 8.2411 -16.6334
C 3.4001 8.2438 -16.1419
C 2.6149 9.3778 -16.2268
H 4.8626 11.3811 -17.8325
H 6.2942 9.4288 -17.3826
H 5.2553 7.3230 -16.4644
H 2.9673 7.3841 -15.6467
H 1.6042 9.3055 -15.8540
O -4.3313 15.6084 -24.3670
N -3.3664 15.7228 -23.6217
O -3.3228 15.2845 -22.4906
C -2.1918 16.4284 -24.1345
C -1.1549 16.7106 -23.2535
C -0.0226 17.3452 -23.7113
C 0.0396 17.6999 -25.0575
C -0.9597 17.3359 -25.9426
C -2.1221 16.7450 -25.4779
H -1.3152 16.5314 -22.1980
H 0.8229 17.5458 -23.0751
H 0.9403 18.1778 -25.4314
H -0.8929 17.7172 -26.9539
H -2.9516 16.4954 -26.1209
C 8.0881 9.7605 -26.0772
N 7.0765 9.6099 -25.0486
C 6.9775 10.7537 -24.1953
C 6.3344 8.4989 -24.8647
O 5.5794 8.2927 -23.9273
H 8.2417 8.8152 -26.5953
H 9.0535 9.9969 -25.6244
H 7.8024 10.5786 -26.7334
H 6.0795 10.7286 -23.5789
H 7.8350 10.7944 -23.5199
H 6.9088 11.6891 -24.7520
H 6.5126 7.7859 -25.6937
C 6.4257 10.6424 -20.7065
N 7.1125 10.0755 -19.5653
C 7.1987 8.6347 -19.5117
C 7.5252 10.8301 -18.5241
O 8.1644 10.4241 -17.6003
H 6.5184 10.0026 -21.5743
H 6.8615 11.6307 -20.9076
H 5.3645 10.8701 -20.5201
H 7.8478 8.3227 -18.6965
H 6.2319 8.1454 -19.3779
H 7.6687 8.2751 -20.4311
H 7.1871 11.8705 -18.6811
C 2.3760 9.9716 -22.7132
N 2.5310 9.4337 -21.3886
C 1.6798 9.9618 -20.3259
C 3.4813 8.5054 -21.1061
O 3.7364 8.1125 -19.9741
H 2.9667 9.4256 -23.4453
H 2.6230 11.0344 -22.8067
H 1.3176 9.9253 -22.9947
H 2.1338 10.8937 -19.9719
H 0.7168 10.2124 -20.7754
H 1.6009 9.2542 -19.5109
H 3.9725 8.1410 -22.0256
C 7.1285 14.4686 -26.2718
N 8.0550 14.8397 -27.3145
C 7.9326 16.1978 -27.7531
C 8.7819 13.9329 -27.9959
O 8.8273 12.7556 -27.7571
H 6.1653 14.9525 -26.4331
H 7.5557 14.7442 -25.3082
H 6.9135 13.4031 -26.2782
H 6.9455 16.4752 -28.1218
H 8.1921 16.8714 -26.9321
H 8.6538 16.4133 -28.5424
H 9.3997 14.4173 -28.7689
C 3.6061 20.7904 -21.5333
N 2.7965 20.9559 -22.7283
C 2.0127 22.1834 -22.8048
C 2.6866 20.0308 -23.6744
O 3.3192 19.0056 -23.7304
H 4.0983 19.8240 -21.5987
H 2.9642 20.8586 -20.6524
H 4.3438 21.5926 -21.4777
H 1.4338 22.2647 -21.8913
H 2.6634 23.0524 -22.9106
H 1.3782 22.1449 -23.6863
H 1.9599 20.3065 -24.4492
C -0.8641 14.5745 -17.8523
N -0.6409 15.5008 -16.7497
C -1.5263 16.6353 -16.6062
C 0.5922 15.5216 -16.1787
O 0.9547 16.3483 -15.3703
H -0.1974 13.7163 -17.8658
H -0.7229 15.1238 -18.7799
H -1.8449 14.0930 -17.7815
H -1.3743 17.3169 -17.4430
H -2.5308 16.2240 -16.5219
H -1.2980 17.1367 -15.6726
H 1.2348 14.7055 -16.5220
C 0.1694 19.1045 -20.1521
N -0.3719 20.3815 -20.5491
C -1.1180 20.3927 -21.7673
C -0.2828 21.4484 -19.7029
O -0.7935 22.5305 -19.9074
H 0.9341 18.7742 -20.8781
H -0.5512 18.2828 -20.1185
H 0.7312 19.1254 -19.2182
H -0.5400 20.1295 -22.6553
H -1.9722 19.7089 -21.7020
H -1.5454 21.3854 -21.9145
H 0.3287 21.1897 -18.8259
*
```

Calculated values
- max |F| (eV/A) = 2.55
- gap between HOMO and LUMO (eV) = 8.0
- LUMO level (Eh) = -0.0249
- highest occupied orbital energy (Eh) = -0.3197
- SMILES = O=[N+]([O-])c1ccccc1.O=[N+]([O-])c1ccccc1.O=[N+]([O-])c1ccccc1.CN(C)C=O.CN(C)C=O.CN(C)C=O.CN(C)C=O.CN(C)C=O.CN(C)C=O.CN(C)C=O
- energy above the lowest of the compared OMol25 structures with the same formula, charge and spin (kcal per mole) = 41.4

=====

Formula: C39H64N10O13
Source: the OMol25 dataset
Level of theory: the ωB97M-V functional and the def2-TZVPD basis

Geometry as ORCA input:
```
! RIJCOSX wB97M-V def2-TZVPD def2/J DEFGRID3
* xyz 0 1
O 6.9732 4.3181 -2.3049
N 5.9703 4.1078 -1.5862
O 5.9288 4.1845 -0.3616
C 4.4885 3.9310 -2.1128
C 4.0407 4.7450 -3.4062
C 2.5856 4.5139 -3.9587
C 1.8047 3.3845 -3.3752
C 2.2721 2.6947 -2.1622
C 3.6489 2.9429 -1.5418
H 4.7872 5.5480 -3.8376
H 2.4644 5.0296 -4.8850
H 0.6974 3.2928 -3.4784
H 1.5037 2.0462 -1.6712
H 3.9334 2.4535 -0.5856
O -6.9315 -5.8060 -3.6150
N -5.9949 -5.0289 -3.2016
O -5.8005 -3.9230 -3.5970
C -5.2321 -5.3741 -2.0297
C -3.8736 -4.8182 -1.7068
C -3.1868 -5.0864 -0.3892
C -3.5291 -6.3738 0.2243
C -4.5929 -7.2145 -0.1961
C -5.5236 -6.6718 -1.3583
H -3.4893 -3.8806 -2.3385
H -2.4019 -4.3301 -0.2532
H -3.0320 -6.7509 1.0598
H -4.6452 -8.2346 0.3563
H -6.3549 -7.3524 -1.6089
O 0.9523 6.0742 5.8651
N -0.0515 6.6254 5.5718
O -0.4283 7.6524 6.1151
C -0.8632 5.9805 4.5482
C -0.1885 5.1024 3.5539
C -1.0567 4.2868 2.6031
C -2.4702 4.5823 2.4784
C -3.0868 5.5330 3.2990
C -2.3961 6.3415 4.3447
H 0.8369 4.9514 3.3557
H -0.3943 3.6791 1.9476
H -3.0552 3.9646 1.8221
H -4.1601 5.7662 3.2402
H -2.6994 7.0453 5.0382
C -0.6238 -1.4010 0.2593
N -0.6344 0.0602 0.3670
C -0.3704 0.6591 1.6997
C -1.1032 0.9692 -0.5251
O -1.1991 2.1414 -0.2573
H -0.8693 -1.4797 -0.8190
H -1.4345 -1.9917 0.7919
H 0.2995 -1.8822 0.6146
H -1.1786 1.3238 1.9967
H 0.5088 1.0989 1.9580
H -0.2231 -0.1622 2.3304
H -1.1857 0.7454 -1.4722
C 1.4906 -0.4233 -3.7743
N 1.0411 -1.2785 -4.8401
C -0.4042 -0.9607 -5.2239
C 1.7778 -2.2134 -5.5788
O 1.1678 -2.8590 -6.3836
H 1.9267 -0.9106 -2.8974
H 0.7728 0.3346 -3.5588
H 2.4384 0.0099 -3.9449
H -0.8408 -1.8609 -5.4587
H -0.4588 -0.2237 -6.1895
H -0.8607 -0.4449 -4.3026
H 2.7472 -2.2200 -5.4723
C -4.6247 0.2696 1.6271
N -4.5616 -1.3206 1.5442
C -5.4458 -2.0381 0.7467
C -3.5983 -1.9149 2.3277
O -3.2730 -3.0971 2.1490
H -5.1589 0.4452 2.6915
H -5.1160 0.7800 0.9111
H -3.5744 0.6383 1.7917
H -5.7767 -2.8469 1.4200
H -4.8336 -2.4850 -0.0054
H -6.3043 -1.2196 0.5211
H -2.9951 -1.2465 3.0761
C 0.6029 5.7652 -0.4147
N -0.2583 7.0182 -0.4149
C -1.0368 7.1227 0.8755
C -0.2217 7.8895 -1.3961
O -0.7887 8.9970 -1.4664
H 1.3238 5.7522 -1.2987
H 0.1283 4.7214 -0.5661
H 1.1910 5.5642 0.4401
H -1.1541 8.1042 1.3961
H -0.5801 6.5778 1.6790
H -2.1921 6.7800 0.7959
H 0.1395 7.6133 -2.2206
C 4.2884 -0.1079 2.0833
N 4.7127 -0.2004 0.6504
C 6.1802 0.0280 0.6069
C 3.9276 -0.5328 -0.4163
O 4.3809 -0.6239 -1.5506
H 5.0824 0.5379 2.8526
H 4.1074 -1.0810 2.6405
H 3.2526 0.1341 2.0269
H 6.5992 -0.1367 -0.4203
H 6.7945 -0.1745 1.4631
H 6.3188 1.1058 0.6708
H 2.7864 -0.7616 -0.1666
C 1.0353 -5.8705 3.5960
N 1.1259 -4.4686 3.5266
C 2.4016 -3.7406 3.6104
C -0.0596 -3.8548 3.5512
O -0.1625 -2.5554 3.5414
H 0.7757 -6.3024 4.6047
H 1.9486 -6.2051 3.3851
H 0.4679 -6.1601 2.7997
H 3.1206 -4.2029 4.4391
H 2.4523 -2.6434 3.9456
H 2.9012 -3.6570 2.8255
H -1.1194 -4.4264 3.5910
C 2.4591 -3.8510 -2.2101
N 1.0535 -4.0026 -1.7382
C 0.8375 -4.6427 -0.4041
C -0.0467 -3.6544 -2.4769
O -1.1928 -3.5880 -2.0261
H 3.1932 -3.3791 -1.4187
H 2.4914 -3.1798 -3.0312
H 3.2671 -4.6268 -2.3222
H 0.5773 -5.6595 -0.8187
H -0.0490 -4.4615 0.4359
H 1.7588 -4.6444 0.1474
H 0.2070 -3.2428 -3.3846
*
```

Calculated values
- max |F| (eV/A) = 9.47
- gap between HOMO and LUMO (eV) = 8.1
- LUMO level (Eh) = -0.0327
- highest occupied orbital energy (Eh) = -0.3291
- SMILES = O=[N+]([O-])c1ccccc1.O=[N+]([O-])c1ccccc1.O=[N+]([O-])c1ccccc1.CN(C)C=O.CN(C)C=O.CN(C)C=O.CN(C)C=O.CN(C)C=O.CN(C)C=O.CN(C)C=O
- energy above the lowest of the compared OMol25 structures with the same formula, charge and spin (kcal per mole) = 487.0